[1]
This record from the Open Molecules 2025 dataset describes the molecule C5H12O2. The level of theory is ωB97M-V with the def2-TZVPD basis set.

The geometry in ORCA input format:
```
! wB97M-V def2-TZVPD RIJCOSX def2/J DEFGRID3
* xyz 0 1
C -2.545 -0.432 0.767
C -1.157 -0.868 0.327
C -0.273 0.311 -0.059
O -0.118 1.242 0.996
C 1.089 -0.162 -0.543
C 1.937 0.932 -1.181
O 1.752 -0.704 0.606
H -2.475 0.267 1.605
H -3.071 0.078 -0.049
H -3.148 -1.291 1.075
H -0.653 -1.429 1.125
H -1.220 -1.544 -0.537
H -0.736 0.870 -0.883
H 0.473 0.809 1.631
H 0.954 -0.955 -1.293
H 2.327 1.663 -0.465
H 2.749 0.381 -1.638
H 1.406 1.507 -1.952
H 2.708 -0.674 0.469
*
```

Values from the calculation:
relative energy (zero: lowest compared OMol25 entry of this formula, charge and spin)	58.0	kJ/mol
HOMO-LUMO gap	10.9	eV
SMILES	CC[C@@H](O)[C@@H](C)O
lowest unoccupied orbital energy	0.8	eV
largest force on an atom	0.014	Eh/bohr
HOMO	-10.05	eV

Atom-resolved charges from Mulliken, all expressed in e:
1 C -1.205
2 C -0.432
3 C -0.184
4 O -0.593
5 C 0.347
6 C -1.477
7 O -0.552
8 H 0.283
9 H 0.307
10 H 0.380
11 H 0.291
12 H 0.275
13 H 0.456
14 H 0.420
15 H 0.253
16 H 0.322
17 H 0.434
18 H 0.360
19 H 0.316



[2]
This record from the Open Molecules 2025 dataset describes a structure of composition C34H40Cl2N2P2PdS in a non-equilibrium geometry. The level of theory is ωB97M-V with the def2-TZVPD basis set.

The geometry in ORCA input format:
```
! wB97M-V def2-TZVPD RIJCOSX def2/J DEFGRID3
* xyz 4 5
Pd -0.155 1.276 -0.963
C 0.736 -7.369 1.818
S 1.058 -5.639 1.547
C -0.510 -4.836 2.043
C -0.486 -3.305 2.012
C -0.503 -2.737 0.585
N -0.595 -1.276 0.475
P -1.911 -0.398 -0.244
C -1.653 -0.379 -2.070
C -2.157 0.770 -2.726
C -2.233 0.795 -4.112
C -1.791 -0.299 -4.849
C -1.264 -1.416 -4.203
C -1.167 -1.455 -2.822
C -3.484 -1.232 0.053
C -4.344 -1.593 -0.989
C -5.597 -2.091 -0.674
C -6.027 -2.160 0.649
C -5.185 -1.766 1.683
C -3.925 -1.290 1.383
P 0.490 -0.032 1.036
C 0.430 -0.037 2.853
C 1.585 -0.268 3.604
C 1.509 -0.244 4.986
C 0.302 0.037 5.620
C -0.850 0.266 4.871
C -0.784 0.245 3.491
C 2.229 -0.146 0.513
C 2.896 1.072 0.763
C 4.226 1.218 0.419
C 4.896 0.172 -0.209
C 4.237 -1.026 -0.466
C 2.900 -1.186 -0.128
H 1.630 -7.918 1.519
H -0.115 -7.716 1.230
H 0.526 -7.566 2.874
H -0.717 -5.175 3.061
H -1.303 -5.222 1.397
H 0.386 -2.929 2.550
H -1.382 -2.964 2.537
H -1.370 -3.139 0.051
H 0.403 -3.060 0.065
H -2.599 1.585 -2.141
H -2.663 1.649 -4.615
H -1.889 -0.293 -5.926
H -0.954 -2.279 -4.771
H -0.770 -2.331 -2.333
H -4.037 -1.516 -2.022
H -6.250 -2.423 -1.466
H -7.030 -2.495 0.872
H -5.532 -1.785 2.705
H -3.281 -0.917 2.166
H 2.523 -0.481 3.112
H 2.395 -0.446 5.570
H 0.262 0.097 6.696
H -1.784 0.486 5.367
H -1.655 0.484 2.894
H 2.359 1.885 1.247
H 4.747 2.139 0.643
H 5.926 0.298 -0.512
H 4.772 -1.846 -0.922
H 2.405 -2.114 -0.369
Cl 2.187 2.617 -4.665
C 1.798 0.928 -4.356
Cl 1.576 0.635 -2.617
H 2.632 0.293 -4.671
H 0.870 0.656 -4.864
C 1.861 6.025 0.344
C 1.428 5.654 -1.087
C 2.679 5.494 -1.989
C 0.447 6.677 -1.659
C 0.815 4.369 -1.018
N 0.339 3.324 -0.917
H 2.373 6.985 0.315
H 2.542 5.282 0.756
H 0.996 6.126 0.998
H 3.225 6.435 -1.984
H 2.393 5.267 -3.013
H 3.339 4.713 -1.616
H 0.959 7.632 -1.774
H -0.393 6.838 -0.983
H 0.057 6.370 -2.628
*
```

Values from the calculation:
relative energy (zero: lowest compared OMol25 entry of this formula, charge and spin)	117.1	kJ/mol
HOMO-LUMO gap (spin up / spin down)	8.2 / 4.6	eV
lowest unoccupied orbital energy (spin up / spin down)	-10.5 / -14.7	eV
largest force on an atom	0.046	Eh/bohr
HOMO (spin up / spin down)	-18.70 / -19.32	eV

Atom-resolved charges from Mulliken, all expressed in e:
1 Pd -0.299
2 C -0.854
3 S 0.429
4 C -1.049
5 C -0.376
6 C -0.829
7 N 0.671
8 P 0.980
9 C 0.425
10 C 0.330
11 C -0.833
12 C -0.802
13 C -0.796
14 C -0.581
15 C 0.992
16 C -0.569
17 C -0.802
18 C -0.558
19 C -0.825
20 C -0.166
21 P 0.411
22 C 1.020
23 C -0.459
24 C -0.751
25 C -0.587
26 C -0.785
27 C -0.555
28 C 1.110
29 C -0.322
30 C -0.906
31 C -0.588
32 C -0.778
33 C -0.236
34 H 0.392
35 H 0.363
36 H 0.376
37 H 0.587
38 H 0.524
39 H 0.366
40 H 0.239
41 H 0.532
42 H 0.230
43 H 0.528
44 H 0.534
45 H 0.500
46 H 0.499
47 H 0.318
48 H 0.423
49 H 0.473
50 H 0.450
51 H 0.495
52 H 0.269
53 H 0.455
54 H 0.488
55 H 0.470
56 H 0.500
57 H 0.450
58 H 0.584
59 H 0.505
60 H 0.475
61 H 0.489
62 H 0.247
63 Cl -0.079
64 C -0.237
65 Cl 0.105
66 H 0.386
67 H 0.072
68 C -1.524
69 C 1.837
70 C -1.383
71 C -1.638
72 C -0.336
73 N -0.458
74 H 0.425
75 H 0.328
76 H 0.412
77 H 0.439
78 H 0.283
79 H 0.331
80 H 0.415
81 H 0.406
82 H 0.394



[3]
This record from the Open Molecules 2025 dataset describes a structure of composition C24H33Cl2LuN4O3 in a non-equilibrium geometry. The level of theory is ωB97M-V with the def2-TZVPD basis set.

The geometry in ORCA input format:
```
! wB97M-V def2-TZVPD RIJCOSX def2/J DEFGRID3
* xyz 0 1
O -0.398 -0.070 -2.524
C 0.347 -0.382 -3.481
C -0.012 -0.156 -4.869
C -1.353 -0.018 -5.275
H -2.135 -0.078 -4.519
C -1.633 0.192 -6.618
H -2.670 0.256 -6.944
C -0.594 0.346 -7.551
H -0.829 0.554 -8.590
C 0.740 0.225 -7.135
H 1.550 0.317 -7.864
C 1.035 0.004 -5.799
H 2.057 -0.041 -5.423
H 1.368 -0.713 -3.269
C 1.332 -3.256 -2.055
C 1.560 -2.292 -0.978
H 1.910 -4.195 -1.938
H 1.616 -2.802 -3.016
H 0.266 -3.498 -2.141
C 2.344 -2.328 0.078
C 2.849 -3.565 0.814
H 2.699 -1.410 0.560
H 3.160 -4.338 0.105
H 2.079 -4.002 1.463
H 3.701 -3.312 1.451
Lu -0.059 -0.219 -0.411
Cl -2.021 -1.773 -0.846
Cl 2.170 0.877 -1.476
C -0.851 -2.263 2.049
O -0.294 -1.231 1.587
N -1.112 -2.419 3.341
C -0.708 -1.442 4.350
C -1.770 -3.613 3.840
H -1.161 -3.084 1.385
H -0.203 -0.592 3.883
H -0.043 -1.931 5.076
H -1.599 -1.097 4.893
H -2.033 -4.247 2.989
H -2.682 -3.347 4.390
H -1.106 -4.166 4.517
H 3.375 2.251 3.937
H 3.914 4.043 2.408
C 3.329 1.521 3.116
C 3.838 3.355 1.552
N 2.967 2.232 1.895
H 2.607 0.732 3.332
C 1.906 1.943 1.144
O 1.094 1.000 1.323
H 3.412 3.882 0.690
H 1.809 2.611 0.270
H 4.336 1.093 3.003
H 4.853 3.011 1.292
N -1.798 3.730 0.460
C -1.102 2.788 -0.211
N -1.572 1.564 0.089
C -2.622 1.737 0.999
C -3.382 0.827 1.744
C -4.333 1.339 2.643
C -4.524 2.723 2.808
C -3.700 3.636 2.121
C -2.779 3.111 1.236
H -1.623 4.729 0.456
H -0.292 3.020 -0.895
H -3.202 -0.236 1.592
H -4.951 0.657 3.230
H -5.310 3.089 3.475
H -3.769 4.718 2.243
*
```

Values from the calculation:
relative energy (zero: lowest compared OMol25 entry of this formula, charge and spin)	0.0	kJ/mol
HOMO-LUMO gap (spin up / spin down)	3.1 / 7.4	eV
lowest unoccupied orbital energy (spin up / spin down)	-0.6 / 0.1	eV
largest force on an atom	0.070	Eh/bohr
HOMO (spin up / spin down)	-3.76 / -7.31	eV

Atom-resolved charges from Mulliken, all expressed in e:
1 O -0.711
2 C -0.405
3 C 0.485
4 C -0.526
5 H 0.382
6 C -0.323
7 H 0.352
8 C -0.529
9 H 0.349
10 C -0.419
11 H 0.340
12 C -0.594
13 H 0.337
14 H 0.446
15 C -1.048
16 C 0.608
17 H 0.395
18 H 0.244
19 H 0.260
20 C 0.027
21 C -1.318
22 H 0.180
23 H 0.389
24 H 0.213
25 H 0.368
26 Lu 1.151
27 Cl -0.566
28 Cl -0.475
29 C 0.019
30 O -0.295
31 N 0.263
32 C -0.844
33 C -0.887
34 H 0.382
35 H 0.126
36 H 0.334
37 H 0.322
38 H 0.293
39 H 0.309
40 H 0.321
41 H 0.361
42 H 0.323
43 C -0.862
44 C -0.894
45 N 0.202
46 H 0.159
47 C 0.319
48 O -0.656
49 H 0.265
50 H 0.071
51 H 0.321
52 H 0.328
53 N -0.070
54 C -0.622
55 N -0.134
56 C 0.158
57 C -0.249
58 C -0.855
59 C -0.366
60 C -0.964
61 C 0.764
62 H 0.223
63 H 0.604
64 H 0.503
65 H 0.387
66 H 0.373
67 H 0.355